a.
C6H15NO as an isolated structure. Source: the Open Molecules 2025 dataset; level of theory: the ωB97M-V functional and the def2-TZVPD basis.

Its spin multiplicity is 2. The calculation puts the HOMO energy (alpha / beta) at -14.8 / -14.9 eV. As for the expectation value of S²: 0.756. As for the net charge: +1. The LUMO energy (alpha / beta) is -6.270 / -6.914 eV.

Last column: Mulliken charge in e.
Element x y z (Å)
H -2.83 1.12 0.17  0.29
C 1.47 1.00 0.88  -0.59
C 0.84 0.59 -0.40  0.17
H -1.20 1.83 0.15  0.63
O -3.06 0.32 0.91  -0.43
C -0.88 -0.17 -0.57  0.69
C -1.59 0.86 0.48  -1.04
C -1.81 -1.40 -0.65  -1.31
N 0.52 -0.71 -0.64  -0.39
H 2.35 1.63 0.64  0.40
H -2.11 -1.86 0.31  0.32
H 2.68 -0.75 0.82  0.38
C 1.99 -0.30 1.53  -1.13
H 1.18 -1.02 1.47  0.34
H 0.77 1.53 1.52  0.35
H -1.29 0.68 1.49  0.34
H 1.16 1.20 -1.25  0.58
H -1.34 -2.22 -1.21  0.41
H 2.66 -0.73 -2.86  0.25
H -2.76 -1.22 -1.18  0.37
H -1.11 0.48 -1.51  0.24
H 2.42 -0.11 2.52  0.36
H 1.94 -0.78 -2.63  -0.23


b.
An isolated ion of composition C6H15NO and charge +1. Source: the Open Molecules 2025 dataset; level of theory: the ωB97M-V functional and the def2-TZVPD basis.

Its spin multiplicity is 2. The calculation puts the HOMO energy (alpha / beta) at -14.5 / -14.5 eV. As for the expectation value of S²: 0.754. As for the net charge: +1. The LUMO energy (alpha / beta) is -3.041 / -7.531 eV.

Last column: Mulliken charge in e.
Element x y z (Å)
H -2.61 1.09 -0.80  0.41
N -0.91 0.03 -0.57  0.02
H 3.24 0.29 0.04  0.31
H -1.87 1.36 0.71  0.33
H 3.36 -1.00 -1.26  0.38
H 1.01 -1.07 -1.54  0.37
H -2.93 -0.57 1.62  0.34
H -1.04 -0.17 -1.57  0.34
H 0.73 1.35 -0.88  0.21
C 2.82 -0.16 -0.85  -1.29
H -4.06 -0.49 0.23  0.32
C 1.39 -0.63 -0.62  0.06
H 1.50 -2.46 0.23  0.34
H -2.57 -1.51 0.33  0.34
C -2.12 0.56 0.02  -0.28
H 2.80 0.61 -1.63  0.37
H 0.23 0.24 1.90  0.37
H 0.17 2.01 1.31  0.46
C 0.38 0.51 -0.25  0.39
C 0.55 1.00 1.19  -1.58
C -3.04 -0.56 0.56  -1.07
H 1.63 1.08 1.38  0.41
O 1.33 -1.53 0.46  -0.54


b is preferred energetically. Next in line: 0.2951 hartree higher.


a.
A 2-piece molecular cluster, C5H7N3O2 overall. Source: the Open Molecules 2025 dataset; level of theory: the ωB97M-V functional and the def2-TZVPD basis.

Its spin multiplicity is 1. The calculation puts the HOMO energy at -10.7 eV. As for the net charge: 0. The LUMO energy is -0.438 eV.

Last column: Mulliken charge in e.
Element x y z (Å)
C 3.64 -2.43 -1.08  0.73
C 2.39 -2.86 2.13  0.06
H -1.03 0.57 1.79  0.35
O 4.19 -2.88 -0.18  -0.35
H 0.25 1.61 0.15  0.38
H -0.04 0.92 -1.49  0.31
H -1.82 0.51 0.34  0.45
C 0.43 0.76 -0.48  -1.35
H 1.50 0.73 -0.47  0.46
O 3.06 -2.01 -1.96  -0.37
N 0.83 -1.22 1.10  -0.17
N 2.03 -0.95 0.89  -0.05
C -0.03 -0.50 0.23  0.53
C -1.35 -0.13 0.99  -1.27
H -0.16 -1.28 -0.62  0.19
H -2.06 -0.97 1.13  0.31
N 2.63 -1.78 1.72  -0.21


b.
One molecule with the formula C5H7N3O2. Source: the Open Molecules 2025 dataset; level of theory: the ωB97M-V functional and the def2-TZVPD basis.

Its spin multiplicity is 1. The calculation puts the HOMO energy at -8.1 eV. As for the net charge: 0. The LUMO energy is 0.436 eV.

Last column: Mulliken charge in e.
Element x y z (Å)
N 1.68 1.39 1.49  0.92
C 0.56 -2.37 -1.24  -0.89
O 2.62 1.15 0.75  -0.57
N 0.61 -0.93 -1.11  -0.17
C -0.20 -0.12 -0.57  0.21
H -0.06 -2.97 -0.52  0.30
O 1.75 1.77 2.63  -0.58
H -2.19 -0.09 -1.28  0.34
H -2.88 1.57 0.63  0.28
H -1.00 2.25 2.18  0.38
H 1.21 -0.56 -1.83  0.26
H 1.58 -2.68 -1.29  0.32
C -1.51 0.21 -0.47  -0.49
C -0.81 1.67 1.28  -0.47
C 0.39 1.17 0.96  -0.12
H 0.13 -2.55 -2.16  0.39
N -1.91 1.10 0.55  -0.09


a is preferred energetically. Next in line: 0.0810 hartree higher.


a.
A 2-piece molecular cluster, C5H16NO2 overall. Source: the Open Molecules 2025 dataset; level of theory: the ωB97M-V functional and the def2-TZVPD basis.

Its spin multiplicity is 2. The calculation puts the HOMO energy (alpha / beta) at -3.0 / -10.5 eV. As for the expectation value of S²: 0.751. As for the net charge: 0. The LUMO energy (alpha / beta) is 0.801 / 0.705 eV.

Last column: Mulliken charge in e.
Element x y z (Å)
H 1.33 -0.97 -1.29  0.41
H -4.20 1.29 -2.97  0.34
H 0.40 1.77 -0.48  0.37
H -1.05 0.65 1.09  0.60
H -3.25 1.66 -3.93  0.31
O 1.01 1.37 1.95  0.03
H -0.84 -0.53 2.31  0.72
H 1.42 1.75 2.72  0.07
C 1.92 1.35 0.88  -0.76
C 0.12 -1.06 0.55  -0.30
H -0.31 -2.70 -0.85  0.35
N -1.05 -0.36 1.29  -1.57
C 0.65 -0.36 -0.69  -0.80
H -1.98 -0.66 0.94  0.91
C -0.03 -2.57 0.19  -1.51
H -0.17 -0.09 -1.38  0.20
H -0.71 -2.95 0.98  0.64
O -3.23 1.33 -3.03  -0.67
H 2.63 0.56 1.15  0.38
H 2.44 2.33 0.68  0.36
H 1.96 1.26 -1.26  0.44
H 0.92 -3.07 0.22  0.37
H 0.81 -1.09 1.39  -0.16
C 1.23 1.08 -0.47  -0.74


b.
A 3-piece molecular cluster, C5H16NO2 overall. Source: the Open Molecules 2025 dataset; level of theory: the ωB97M-V functional and the def2-TZVPD basis.

Its spin multiplicity is 2. The calculation puts the HOMO energy (alpha / beta) at -2.8 / -9.9 eV. As for the expectation value of S²: 0.750. As for the net charge: 0. The LUMO energy (alpha / beta) is 0.699 / 0.577 eV.

Last column: Mulliken charge in e.
Element x y z (Å)
H -0.41 -0.63 -2.48  0.27
H -0.25 1.50 3.72  0.26
H -0.63 2.13 0.53  0.35
H 1.64 -1.43 0.92  0.93
H -0.34 2.60 -1.21  0.31
H 1.15 1.28 3.22  0.42
H 3.05 0.10 -1.55  0.25
H 1.00 0.05 0.37  0.16
H 2.71 -1.29 -2.12  0.28
C -0.41 -1.44 0.40  -1.08
C -1.16 0.15 -2.30  -1.49
N 0.81 -0.80 0.91  -1.22
O 2.48 -0.67 -1.41  -0.50
C -1.49 -0.39 0.15  -0.86
H 0.77 -0.67 1.95  0.35
C -0.65 1.82 -0.51  -1.04
H -1.71 0.11 1.09  0.39
H -2.40 -0.92 -0.15  0.38
O 0.26 0.90 3.15  -0.81
H -0.94 0.92 -3.05  0.38
H -0.12 -1.96 -0.51  0.48
C -1.10 0.63 -0.89  0.86
H -2.15 -0.25 -2.54  0.36
H -0.73 -2.15 1.14  0.55


b is preferred energetically. Next in line: 0.0251 hartree higher.


a.
A 2-piece molecular cluster, C2H7N3O2 overall. Source: the Open Molecules 2025 dataset; level of theory: the ωB97M-V functional and the def2-TZVPD basis.

Its spin multiplicity is 1. The calculation puts the HOMO energy (alpha / beta) at -8.7 / -8.5 eV. As for the net charge: 0. The LUMO energy (alpha / beta) is 0.759 / -0.041 eV.

Last column: Mulliken charge in e.
Element x y z (Å)
O 1.46 2.24 -0.65  -0.56
H 2.80 -0.34 -0.24  0.27
H -2.05 -1.42 0.32  0.21
H -2.70 -0.13 -0.71  0.36
H 1.58 -1.64 0.45  0.28
N 0.84 1.39 -0.06  0.34
C 1.98 -0.62 0.50  -0.74
C -1.93 -0.44 -0.21  -0.45
N 0.87 0.27 0.35  0.06
H 2.39 -0.46 1.47  0.30
O -1.71 0.55 0.83  -0.07
H -1.39 2.59 0.93  0.25
N -1.58 1.77 0.28  -0.50
H -1.03 -0.54 -0.84  0.24


b.
A 2-piece molecular cluster, C2H7N3O2 overall. Source: the Open Molecules 2025 dataset; level of theory: the ωB97M-V functional and the def2-TZVPD basis.

Its spin multiplicity is 1. The calculation puts the HOMO energy at -9.0 eV. As for the net charge: 0. The LUMO energy is 0.518 eV. As for the SMILES: N=C(N)N.O=CO.

Last column: Mulliken charge in e.
Element x y z (Å)
O 0.38 -0.17 2.35  -0.41
N -0.59 -0.19 -2.04  -0.46
C 0.50 0.43 -1.45  0.60
H -0.71 -1.85 2.75  0.26
H -1.52 0.07 -1.75  0.20
H -0.67 1.75 -0.43  0.26
O -1.75 -0.12 3.03  -0.43
H 0.94 1.92 -0.26  0.29
C -0.79 -0.75 2.73  0.22
H -0.45 -1.09 -2.45  0.19
N 0.22 1.68 -0.93  -0.58
N 1.67 -0.08 -1.36  -0.70
H 0.90 -0.85 1.90  0.34
H 1.87 -0.76 -2.09  0.20


b is preferred energetically. Next in line: 0.2833 hartree higher.